{"formula": "C52H127Br3O35P8", "method": "ωB97M-V/def2-TZVPD", "molar_mass_g_mol": 1800.1, "de_lowest_kcal_mol": 0.0, "e_tot_ev": -412104.134, "spin_multiplicity": 1, "homo_energy_ev": -9.4292, "homo_lumo_gap_ha": 0.35775, "species": ["C", "C", "O", "P", "O", "O", "C", "C", "O", "C", "C", "H", "H", "H", "H", "H", "H", "H", "H", "H", "H", "H", "H", "H", "H", "H", "C", "C", "O", "P", "O", "O", "C", "C", "O", "C", "C", "H", "H", "H", "H", "H", "H", "H", "H", "H", "H", "H", "H", "H", "H", "H", "C", "C", "O", "P", "O", "O", "C", "C", "O", "C", "C", "H", "H", "H", "H", "H", "H", "H", "H", "H", "H", "H", "H", "H", "H", "H", "C", "C", "O", "P", "O", "O", "C", "C", "O", "C", "C", "H", "H", "H", "H", "H", "H", "H", "H", "H", "H", "H", "H", "H", "H", "H", "C", "C", "O", "P", "O", "O", "C", "C", "O", "C", "C", "H", "H", "H", "H", "H", "H", "H", "H", "H", "H", "H", "H", "H", "H", "H", "C", "C", "O", "P", "O", "O", "C", "C", "O", "C", "C", "H", "H", "H", "H", "H", "H", "H", "H", "H", "H", "H", "H", "H", "H", "H", "C", "C", "O", "P", "O", "O", "C", "C", "O", "C", "C", "H", "H", "H", "H", "H", "H", "H", "H", "H", "H", "H", "H", "H", "H", "H", "C", "C", "O", "P", "O", "O", "C", "C", "O", "C", "C", "H", "H", "H", "H", "H", "H", "H", "H", "H", "H", "H", "H", "H", "H", "H", "C", "Br", "Br", "Br", "H", "C", "O", "C", "O", "O", "C", "H", "H", "H", "H", "H", "H"], "xyz": [[27.5240, -7.3807, 27.7737], [26.9463, -7.9731, 26.5279], [27.5349, -9.2587, 26.1271], [26.8988, -10.6544, 26.5112], [25.4262, -10.6459, 26.6773], [27.7854, -11.1112, 27.7266], [27.6522, -12.4066, 28.4472], [27.9803, -12.1874, 29.9105], [27.3067, -11.6146, 25.2457], [28.7004, -11.8911, 24.9046], [28.6211, -12.8782, 23.7644], [28.5230, -7.0261, 27.4786], [26.8009, -6.6175, 28.0516], [27.5679, -8.0186, 28.6435], [25.9114, -8.1395, 26.7188], [27.0447, -7.3238, 25.6514], [26.5932, -12.6953, 28.3484], [28.3301, -13.0928, 27.9840], [27.1353, -12.0294, 30.5882], [28.4048, -13.1282, 30.1947], [28.7372, -11.4450, 30.0127], [29.1810, -10.9466, 24.6463], [29.2170, -12.3979, 25.7325], [27.9970, -13.6995, 24.1990], [28.0274, -12.5065, 22.9479], [29.6054, -13.2390, 23.4116], [34.8887, -2.4366, 25.4084], [35.1819, -3.8704, 25.0788], [34.1465, -4.4654, 24.1714], [33.1316, -5.4837, 24.7226], [32.0799, -5.7978, 23.7450], [34.0512, -6.7221, 25.0771], [34.3142, -7.6045, 23.9190], [33.5375, -8.8563, 24.1481], [32.6270, -5.0313, 26.1330], [32.0036, -6.0067, 27.0116], [31.0127, -5.2773, 27.8332], [33.9872, -2.2333, 25.9604], [35.6650, -2.2262, 26.1917], [34.9458, -1.7855, 24.5320], [36.1461, -4.0013, 24.5368], [35.1876, -4.4961, 25.9540], [34.0965, -7.0135, 22.9637], [35.4097, -7.8277, 23.8322], [33.7983, -9.3029, 25.0850], [32.5047, -8.7570, 24.1831], [33.7524, -9.6372, 23.3409], [31.5225, -6.7780, 26.4701], [32.7569, -6.4715, 27.6036], [30.2314, -4.8496, 27.2399], [30.5441, -5.9961, 28.4978], [31.5290, -4.5983, 28.4899], [25.4321, -11.1016, 13.8350], [25.2940, -11.1882, 15.3719], [26.2913, -10.4944, 16.0240], [26.2476, -8.9052, 15.8348], [25.0539, -8.4061, 15.1679], [26.5447, -8.3415, 17.2845], [26.6173, -6.9227, 17.5321], [27.5567, -6.6065, 18.6970], [27.6117, -8.6020, 15.0000], [28.8518, -8.8201, 15.6630], [29.9778, -7.7892, 15.3108], [26.1452, -11.7981, 13.4946], [24.4752, -11.3158, 13.3021], [25.6403, -10.1217, 13.5137], [24.3190, -10.7699, 15.6170], [25.2218, -12.1350, 15.8281], [26.8705, -6.4157, 16.6363], [25.6644, -6.5874, 17.8909], [27.3404, -7.3062, 19.5330], [28.6153, -6.5456, 18.4438], [27.3360, -5.5630, 19.0514], [28.7282, -8.7698, 16.7733], [29.2922, -9.7790, 15.4297], [30.1215, -7.7801, 14.2092], [29.6181, -6.8087, 15.6188], [30.9230, -7.9542, 15.7795], [27.4632, -3.1734, 19.8419], [27.5781, -2.8453, 18.3319], [26.4198, -3.3690, 17.6041], [25.1673, -2.3807, 17.3804], [25.4252, -0.9418, 17.4756], [24.4968, -2.8959, 16.0391], [24.9269, -4.0673, 15.1880], [26.0120, -3.6548, 14.2194], [24.1032, -2.8746, 18.4828], [23.7977, -4.2603, 18.6495], [22.8182, -4.3074, 19.8216], [27.0359, -2.2491, 20.3435], [26.7883, -3.9763, 19.9594], [28.4211, -3.3643, 20.2929], [27.6034, -1.7584, 18.2189], [28.5208, -3.1699, 17.9523], [25.2707, -4.8536, 15.8649], [23.9099, -4.2738, 14.7440], [26.4591, -4.5163, 13.7698], [25.6338, -2.9184, 13.5008], [26.7866, -3.2041, 14.7849], [23.4522, -4.7345, 17.7199], [24.7089, -4.7549, 18.9524], [23.1582, -3.6458, 20.6301], [21.8375, -3.9484, 19.4689], [22.6613, -5.3411, 20.1420], [17.5430, -1.6704, 22.8132], [18.1245, -2.6848, 21.8664], [19.4041, -3.1901, 22.1599], [19.6949, -4.6255, 22.7731], [21.1402, -4.8463, 22.9785], [18.8197, -5.5284, 21.8371], [18.5858, -6.9239, 22.1253], [19.8552, -7.7185, 22.0364], [18.8443, -4.8849, 24.1638], [19.3526, -4.2749, 25.3391], [18.5397, -4.8104, 26.4757], [17.3240, -2.1217, 23.7873], [18.1703, -0.6792, 22.9148], [16.6699, -1.2757, 22.3352], [17.5543, -3.5790, 21.6857], [18.2681, -2.2217, 20.8659], [17.9980, -7.0392, 23.0268], [17.9301, -7.2281, 21.3377], [19.7579, -8.8162, 22.2056], [20.2639, -7.6745, 21.0585], [20.6788, -7.4356, 22.6828], [20.3618, -4.5859, 25.4715], [19.3933, -3.1459, 25.3344], [17.4616, -4.4968, 26.4552], [18.5671, -5.9142, 26.5188], [19.0006, -4.4646, 27.4152], [27.7630, -2.6289, 26.3511], [28.8585, -1.6321, 26.1135], [28.4326, -0.6719, 25.1339], [28.7024, -0.7778, 23.5801], [28.0395, -1.9379, 22.8735], [28.1427, 0.6093, 23.1170], [26.8721, 0.8627, 22.3985], [25.8228, 1.2924, 23.3593], [30.2596, -0.7798, 23.3887], [31.2019, -0.1039, 24.2369], [32.5904, 0.0784, 23.4709], [28.1106, -3.6944, 26.4037], [27.1306, -2.3961, 27.1414], [27.1763, -2.5630, 25.4231], [28.9811, -1.0404, 26.9708], [29.8532, -1.9549, 25.8312], [27.1540, 1.5387, 21.6396], [26.7035, -0.0722, 21.8894], [24.9731, 1.7514, 22.8642], [25.4008, 0.5033, 24.0084], [26.2683, 1.9765, 24.1432], [30.8174, 0.8277, 24.6972], [31.3792, -0.7993, 25.0258], [32.5315, 0.7628, 22.6196], [33.2912, 0.5189, 24.1731], [33.0385, -0.8017, 23.0027], [28.5565, -8.6324, 22.0759], [27.1204, -8.9927, 22.5682], [26.1769, -8.1740, 21.9058], [25.8288, -6.7053, 22.3545], [25.5001, -5.8425, 21.2232], [24.7095, -7.0454, 23.4511], [23.7773, -6.0443, 23.9730], [22.6212, -6.7808, 24.5656], [26.9123, -6.0335, 23.2466], [27.8818, -5.2002, 22.7119], [28.8789, -4.9037, 23.7504], [29.1940, -9.5655, 21.9999], [28.5429, -8.1224, 21.1578], [29.1116, -8.0646, 22.8408], [26.8405, -10.0268, 22.3939], [26.9716, -8.8445, 23.6576], [24.2552, -5.2316, 24.5761], [23.3524, -5.4198, 23.2072], [22.0925, -7.4341, 23.8436], [22.9593, -7.5214, 25.3380], [21.8483, -6.0921, 24.9266], [28.3325, -5.4702, 21.7649], [27.3470, -4.2430, 22.5055], [28.4853, -4.5194, 24.7081], [29.4730, -5.7667, 23.9937], [29.6184, -4.1596, 23.4343], [23.3033, -9.5209, 18.7629], [24.1148, -9.5476, 20.0375], [23.3826, -10.4793, 20.9720], [23.9531, -11.8711, 21.4216], [25.4086, -12.0985, 21.3724], [23.3090, -12.0767, 22.8662], [24.0963, -11.9913, 24.0808], [23.5207, -12.9347, 25.1301], [23.0749, -12.8700, 20.5808], [23.5296, -14.1856, 20.1787], [24.0306, -14.2224, 18.7800], [23.5160, -10.3527, 18.0910], [22.2029, -9.5749, 19.0620], [23.4017, -8.6798, 18.1602], [25.1644, -9.9862, 19.8951], [24.1070, -8.6347, 20.6939], [25.0211, -12.4770, 23.8234], [24.2960, -10.9098, 24.3033], [22.5468, -12.5546, 25.5142], [23.3537, -13.9217, 24.7394], [24.1520, -13.0834, 25.9804], [24.3827, -14.5812, 20.7335], [22.7050, -14.8857, 20.3769], [24.7407, -13.4396, 18.6584], [24.6351, -15.1391, 18.5981], [23.1707, -14.1508, 18.0819], [23.1145, -2.5108, 23.7018], [23.0416, -2.0750, 25.5228], [24.9209, -2.5241, 23.0994], [22.2040, -1.2219, 22.5811], [22.6230, -3.4448, 23.5261], [31.1202, -5.9110, 20.4203], [31.1822, -4.5109, 20.2786], [31.0186, -4.0599, 19.0613], [30.7618, -4.6664, 18.0499], [31.3560, -2.7781, 19.0237], [31.7975, -2.1707, 20.2040], [31.6245, -6.4638, 19.6243], [30.0822, -6.2001, 20.5382], [31.6040, -6.1130, 21.3479], [31.1116, -2.3623, 21.0636], [31.7116, -1.0912, 19.9094], [32.7967, -2.4725, 20.4475]], "atomic_forces_ev_per_a": [[0.7, 0.3, -0.7], [-0.3, -1.0, -0.3], [0.3, 0.3, 0.3], [-1.1, -0.5, -1.7], [1.2, -0.2, 0.2], [0.4, -0.6, 0.7], [-1.6, 1.9, -0.1], [-0.4, -0.8, -0.4], [0.3, 0.8, 1.4], [-0.5, -0.1, -0.1], [-0.5, -0.9, 0.7], [-0.3, 0.4, 0.8], [0.4, 0.7, 0.0], [0.1, -0.6, 0.0], [-1.0, -0.3, -0.3], [0.1, -0.1, 0.3], [0.5, -0.3, -0.2], [0.3, -0.4, -0.3], [0.1, 0.4, -0.5], [0.4, -0.6, 0.6], [0.5, 0.7, 0.2], [0.1, 0.0, 0.1], [-0.1, 0.5, 0.1], [0.8, 0.2, -0.6], [-0.1, 0.4, -0.5], [-0.5, 0.2, 0.3], [1.3, 0.1, 0.8], [-0.6, -0.8, -1.3], [1.2, 2.3, 0.4], [-1.1, -1.5, -0.9], [0.1, 0.2, 0.2], [0.6, -1.0, -0.4], [0.7, 1.2, -0.8], [1.5, -1.8, -1.8], [0.3, 0.3, 0.4], [0.1, 0.9, -0.3], [0.0, -0.7, 1.0], [-0.7, -0.4, -0.1], [-0.2, 0.4, -1.0], [0.2, 0.0, 0.3], [-0.7, 0.2, 0.4], [0.2, -0.1, 0.5], [-0.1, -1.1, 1.3], [-0.8, 0.3, 0.6], [0.5, -0.2, 0.6], [-2.0, 0.7, -0.2], [-0.1, 1.1, 1.0], [-0.4, -0.7, -1.0], [0.8, -0.2, 0.5], [-0.3, 0.6, -0.3], [-0.2, -0.2, 0.1], [-0.1, 0.8, 0.0], [-1.8, -1.3, 0.7], [-2.4, 0.6, -1.8], [1.4, 1.7, 1.2], [1.4, 0.2, -0.1], [-0.2, 0.3, -0.1], [-0.1, -0.7, 0.0], [0.3, -0.1, 1.5], [-0.2, 0.7, 0.3], [-0.6, 0.2, 0.5], [2.1, 0.5, 1.4], [-2.3, 0.3, -1.3], [1.1, -0.7, -0.6], [0.5, -0.2, 0.7], [0.6, 1.2, -0.1], [-0.1, 0.4, 0.1], [0.5, -1.6, 0.0], [0.3, 0.6, -0.9], [-0.9, 0.0, -0.3], [0.2, 0.5, -0.5], [0.1, -0.6, -0.1], [-0.1, -1.2, -0.3], [-0.1, -0.2, -0.9], [-0.5, -0.6, -0.2], [0.0, 0.1, 0.6], [0.2, 0.2, -0.1], [0.4, -0.5, 0.5], [-0.5, 2.7, -0.7], [-0.6, 0.9, 1.3], [0.7, 0.6, -0.2], [-0.8, -0.8, 0.5], [0.0, -0.4, -0.1], [1.0, -0.5, -0.5], [-1.6, 1.1, 0.6], [-1.2, 0.4, 0.2], [0.5, 0.8, -0.7], [0.1, 0.1, 1.0], [-0.7, -0.1, -0.9], [0.4, -1.3, -0.3], [-0.7, -0.9, 0.5], [0.4, -0.2, 0.2], [-0.2, -0.1, -0.2], [0.2, -1.0, -0.9], [-0.3, 0.0, -0.2], [1.5, -0.4, 0.1], [0.0, -0.6, -0.6], [0.2, -0.4, 0.0], [0.8, 0.6, 0.6], [-0.3, 0.3, 0.2], [0.4, -0.3, 0.1], [0.0, -0.5, -0.2], [0.2, 0.1, 0.2], [0.2, 0.2, 0.3], [1.5, 1.5, 0.5], [0.1, 0.4, -2.0], [1.6, -0.6, 1.5], [-0.5, 0.3, 1.2], [-0.9, 0.2, -0.4], [0.3, -0.2, -0.1], [0.1, -0.2, -0.2], [0.6, -1.6, 0.7], [0.6, 1.1, -2.0], [-0.3, 0.7, 0.6], [-0.8, 0.0, 1.1], [0.0, 0.4, -0.1], [-0.7, -2.2, 0.0], [-1.0, -0.1, 0.0], [-1.2, 0.0, 0.2], [-0.3, -0.1, 0.5], [0.3, 0.2, 0.5], [-0.4, -0.2, -0.6], [-0.6, 0.7, 0.1], [0.3, 0.3, -1.2], [-0.4, 0.5, 0.3], [1.0, -0.2, 0.1], [-0.4, -1.0, -0.4], [1.0, -0.2, -0.1], [0.0, 0.5, -0.2], [-0.3, 0.0, -0.2], [0.9, -1.9, -2.6], [0.0, 0.3, -0.5], [0.1, 0.5, 0.0], [-2.7, -1.8, -1.4], [1.4, 1.7, 1.2], [0.4, 0.7, 0.1], [1.2, -1.9, 0.7], [-0.1, 0.5, 2.0], [0.3, 0.5, -0.3], [1.6, 0.0, -1.0], [-1.3, 0.6, 0.0], [-0.2, 1.0, 0.3], [-0.9, 0.5, 1.6], [-0.2, -0.4, 0.3], [0.4, 0.8, 1.3], [0.0, -0.9, -0.1], [0.0, 1.2, -0.6], [-0.7, -0.4, -0.1], [0.0, 0.3, -0.1], [0.3, -0.2, -0.7], [-0.5, -0.2, -1.2], [0.1, -0.3, -0.7], [0.3, -0.3, 0.9], [-0.4, 0.2, 0.3], [0.2, -0.1, 0.1], [-0.4, -0.4, 0.6], [0.6, -2.2, 2.5], [0.9, 0.1, 1.0], [0.0, 0.5, -0.5], [-1.9, 0.1, 0.2], [-0.5, -0.1, -0.5], [-0.1, 0.9, -0.2], [0.2, 0.7, -0.5], [-0.3, -1.6, 1.1], [0.1, -2.1, 1.1], [-0.5, 3.6, -0.5], [1.5, 0.4, 1.3], [-0.8, 0.8, -0.3], [-0.1, 0.6, -1.2], [-0.4, 0.3, -0.3], [0.0, -0.1, -0.4], [0.5, -0.1, -0.4], [0.1, -1.3, 0.4], [0.1, -0.2, -1.2], [0.7, 0.6, 0.0], [-0.3, 0.9, -0.2], [0.4, -0.2, 0.2], [0.0, -0.8, -0.2], [0.5, -0.5, -0.2], [-0.3, -0.3, -0.7], [0.3, -0.6, 0.1], [-0.3, 0.0, -0.3], [-1.8, -1.3, 1.2], [0.5, -0.9, 1.3], [0.7, 0.3, -0.4], [-0.2, -0.2, 1.1], [-0.1, 0.2, -0.2], [-0.3, 0.1, -0.1], [0.8, -0.3, -0.5], [-1.7, 1.4, 0.2], [0.1, -1.0, -0.9], [0.2, -0.7, 1.0], [-0.8, -0.8, -1.1], [0.0, -0.3, 0.3], [1.4, 0.0, -0.5], [0.5, 1.9, -0.8], [-1.4, 1.0, 0.3], [0.3, -0.6, -1.4], [0.9, 0.4, -0.1], [-0.5, -1.2, 0.4], [0.5, -0.3, -0.2], [-0.1, -0.3, -0.6], [0.7, 0.4, 0.5], [-0.1, 0.6, 0.9], [0.1, 0.4, -0.2], [0.4, 1.0, -0.3], [-0.8, 0.3, 0.1], [0.8, 0.1, 0.0], [0.2, 0.7, -1.1], [-0.3, 0.1, 1.1], [0.7, -0.4, 0.0], [-0.4, 0.1, 0.1], [-0.1, -0.5, -0.1], [-0.3, -0.8, 0.3], [0.0, -0.6, 0.4], [1.0, 0.4, -1.5], [-0.4, -0.2, 0.7], [-0.7, -0.1, -1.0], [-1.4, 2.1, 0.7], [-0.3, 0.3, -0.1], [-0.2, -0.3, -0.3], [0.4, -0.2, 0.8], [0.6, 0.2, -0.6], [0.5, -0.8, 0.8], [0.6, -0.1, 0.2]]}